# 1
{"formula": "C6H9N2", "method": "the ωB97M-V functional and the def2-TZVPD basis", "elements": ["C", "C", "C", "C", "C", "C", "N", "N", "H", "H", "H", "H", "H", "H", "H", "H", "H"], "xyz": [[2.339098, -0.934096, 0.658050], [2.880093, -2.054545, 1.005416], [1.729336, 0.190427, 0.378768], [-1.725978, 0.860983, -0.234589], [-1.568405, -0.645330, -0.394727], [-0.303952, 1.406160, -0.483570], [-0.281222, -0.829996, -0.024317], [0.397387, 0.173825, -0.039354], [3.398184, -2.761459, 0.348481], [2.832429, -2.469896, 1.904114], [2.118932, 1.227003, 0.272003], [-2.462956, 1.232433, -0.882002], [-2.113279, 1.323284, 0.748542], [-2.245050, -1.309351, 0.215460], [-1.773000, -1.019509, -1.454106], [-0.168902, 1.658929, -1.466861], [-0.067067, 2.059442, 0.322401]], "atomic_forces_ev_per_a": [[0.5, -0.3, 0.5], [0.4, 0.9, -4.0], [1.0, 1.4, -0.6], [-1.1, 1.8, 1.4], [-3.9, 0.1, -0.7], [-2.2, -1.9, 3.3], [2.8, -3.2, 0.9], [-0.1, 0.2, -0.9], [-0.2, 0.7, -0.5], [-0.4, -1.1, 4.3], [0.2, -1.2, 0.5], [-0.7, 0.6, -1.4], [0.7, -1.6, -1.0], [0.7, 0.8, -0.4], [0.6, 0.5, 1.1], [1.1, 0.8, -2.3], [0.4, 1.5, -0.3]], "smiles": "C=C=C[N+]1=NCCC1", "e_homo_ev": -14.5, "homo_lumo_gap_ev": 9.25, "total_charge": 1, "e_above_lowest_kcal_mol": 114.9}

---

# 2
{"formula": "C30H37N7O4V", "method": "the ωB97M-V functional and the def2-TZVPD basis", "elements": ["V", "C", "O", "C", "C", "C", "C", "C", "C", "N", "N", "C", "C", "O", "C", "C", "C", "C", "C", "C", "C", "C", "H", "H", "H", "H", "H", "H", "H", "H", "H", "H", "H", "H", "H", "N", "C", "C", "C", "N", "C", "C", "N", "C", "H", "H", "H", "H", "H", "H", "H", "H", "H", "H", "H", "H", "H", "H", "H", "H", "O", "C", "N", "C", "O", "C", "C", "C", "C", "N", "C", "H", "H", "H", "H", "H", "H", "H", "H"], "xyz": [[-0.862222, -0.082811, 0.460163], [-1.569674, -1.213845, -2.508204], [-0.747985, -0.341412, -1.694606], [0.588365, -0.159685, -2.142801], [0.966830, -0.357335, -3.451989], [2.300581, -0.145338, -3.792554], [3.213489, 0.259186, -2.830461], [2.815660, 0.433933, -1.511193], [1.496951, 0.211846, -1.158418], [0.980741, 0.286432, 0.183435], [1.849739, 0.610423, 1.104863], [1.581021, 0.716352, 2.402554], [0.280076, 0.519313, 2.985514], [-0.717865, 0.153879, 2.159092], [0.056644, 0.695042, 4.328860], [1.121642, 1.041981, 5.139704], [2.438007, 1.218950, 4.657304], [3.487495, 1.537309, 5.543422], [4.762251, 1.693545, 5.071345], [5.014334, 1.542507, 3.700468], [4.003472, 1.231768, 2.816490], [2.700754, 1.060913, 3.279124], [-1.047796, -2.149073, -2.702817], [-2.476617, -1.413281, -1.950425], [-1.807508, -0.737731, -3.456737], [0.265758, -0.687982, -4.210139], [2.616480, -0.310444, -4.815764], [4.248311, 0.422972, -3.102109], [3.522967, 0.720402, -0.745522], [-0.938761, 0.544803, 4.729592], [0.942303, 1.179302, 6.201832], [3.269944, 1.651563, 6.599682], [5.571443, 1.928546, 5.750974], [6.023117, 1.671584, 3.327940], [4.220511, 1.112926, 1.764440], [-1.871015, 2.296792, -2.453372], [-2.983255, 3.210546, -1.933885], [-4.098039, 2.390851, -1.287384], [-3.849981, 1.869482, 0.130950], [-3.128828, 0.544168, 0.154377], [-3.155562, 2.904049, 1.013614], [-1.968900, 3.602953, 0.361270], [-0.853683, 2.630316, 0.171283], [-2.375943, 4.219821, -0.970925], [-2.247796, 1.528937, -3.005328], [-1.345778, 1.926067, -1.670879], [-1.222717, 2.814514, -3.048773], [-3.370851, 3.714599, -2.814744], [-4.414056, 1.579108, -1.955268], [-4.960543, 3.056349, -1.221615], [-4.833731, 1.692568, 0.556950], [-3.660499, -0.106033, -0.419763], [-3.286887, 0.197506, 1.103614], [-2.858641, 2.448606, 1.965152], [-3.891567, 3.669691, 1.268002], [-1.645154, 4.410174, 1.015071], [-0.570002, 2.352388, 1.108205], [-0.030754, 3.114796, -0.180537], [-1.538293, 4.745451, -1.442509], [-3.132360, 4.979825, -0.766794], [2.288234, -4.253761, -4.254132], [2.263480, -5.150183, -3.159275], [1.508145, -4.419288, -2.152710], [0.900469, -5.048858, -1.127131], [0.991108, -6.236561, -0.907767], [0.018098, -4.206197, -0.228741], [-0.909376, -4.872506, 0.565233], [-1.768864, -4.141847, 1.372390], [-1.693686, -2.769270, 1.343249], [-0.797257, -2.106386, 0.575286], [0.065864, -2.835350, -0.167996], [2.749081, -4.672314, -4.988870], [3.265256, -5.381349, -2.802181], [1.742772, -6.078294, -3.380332], [1.438272, -3.428268, -2.313457], [-0.925591, -5.957882, 0.546408], [-2.488867, -4.629831, 2.017144], [-2.354453, -2.167244, 1.951958], [0.831720, -2.284636, -0.698866]], "atomic_forces_ev_per_a": [[-1.6, 0.2, -3.2], [0.1, 0.0, 0.1], [0.2, 0.0, -0.1], [-0.3, -0.1, 0.0], [0.0, 0.0, -0.2], [0.0, 0.0, -0.1], [0.0, 0.0, 0.0], [0.2, 0.0, 0.0], [-0.1, 0.0, 0.5], [1.3, 0.3, 0.3], [0.0, -0.1, -0.5], [0.0, 0.0, -0.1], [-0.1, -0.2, -1.1], [0.5, 0.6, 3.4], [-0.1, 0.0, 0.4], [0.0, 0.0, 0.1], [-0.2, 0.0, 0.1], [0.0, 0.0, 0.2], [0.1, 0.0, 0.0], [0.1, 0.0, 0.1], [0.0, 0.0, -0.2], [-0.2, -0.1, -0.2], [0.0, 0.0, 0.0], [-0.1, 0.0, 0.1], [0.0, 0.0, -0.1], [0.1, 0.0, 0.1], [0.0, 0.0, 0.1], [0.0, 0.0, 0.0], [0.0, 0.0, 0.0], [0.1, 0.0, 0.0], [0.0, 0.0, -0.1], [0.0, 0.0, -0.1], [0.0, 0.0, -0.1], [0.0, 0.0, 0.0], [0.0, 0.0, 0.0], [-0.5, 0.5, -0.6], [0.1, -0.1, 0.2], [0.1, -0.2, -0.1], [0.2, 0.1, -0.1], [0.4, -0.2, 0.4], [0.0, 0.0, 0.0], [0.0, -0.1, -0.1], [0.0, -0.3, 0.3], [0.1, 0.0, -0.1], [0.0, 0.0, -0.1], [0.3, -0.3, 0.6], [0.0, 0.1, -0.1], [0.0, 0.0, -0.1], [0.0, 0.1, 0.1], [0.0, 0.0, -0.1], [-0.1, -0.1, 0.1], [0.0, 0.0, -0.1], [-0.2, 0.0, 0.0], [0.0, 0.0, 0.0], [0.0, 0.0, 0.0], [0.1, 0.1, 0.1], [0.1, 0.1, 0.1], [0.1, 0.0, -0.1], [0.0, 0.0, 0.1], [0.0, 0.0, -0.1], [0.0, -0.2, 0.1], [-0.1, 0.3, -0.1], [0.0, -0.1, 0.1], [0.1, -0.1, 0.1], [0.0, 0.1, -0.1], [0.0, -0.1, -0.1], [0.0, -0.1, 0.1], [0.0, -0.2, 0.0], [0.2, 0.3, -0.2], [-0.2, -0.8, 0.1], [-0.1, 0.3, 0.2], [0.0, 0.0, 0.0], [0.1, 0.0, 0.1], [-0.1, -0.1, 0.0], [0.0, 0.0, 0.0], [0.0, 0.1, 0.0], [0.0, 0.0, -0.1], [0.0, 0.1, 0.1], [-0.1, 0.1, 0.0]], "multiplicity": 3, "e_homo_ev": [-15.7, -15.8], "homo_lumo_gap_ev": [6.49, 6.11], "total_charge": 3, "s2": 2.064, "e_above_lowest_kcal_mol": 18.4}

---

# 3
{"formula": "C16H31FeN4O8P3", "method": "the ωB97M-V functional and the def2-TZVPD basis", "elements": ["Fe", "N", "C", "C", "P", "O", "O", "O", "P", "O", "O", "O", "H", "H", "H", "H", "H", "H", "H", "H", "N", "C", "C", "O", "O", "H", "H", "H", "H", "C", "C", "P", "C", "C", "C", "C", "H", "H", "H", "H", "H", "H", "H", "H", "H", "H", "H", "H", "H", "H", "H", "N", "C", "C", "C", "C", "C", "N", "C", "H", "H", "H", "H"], "xyz": [[1.398752, -0.600792, 0.439586], [1.143569, 0.481340, -3.473009], [2.419313, -0.020644, -2.817977], [3.529032, -0.167275, -3.840796], [1.916024, -1.563073, -1.924276], [2.150101, -2.752687, -2.955959], [2.784608, -1.680003, -0.701973], [0.451523, -1.383416, -1.632003], [2.813290, 1.233394, -1.499628], [2.576042, 2.554846, -2.405061], [4.190453, 1.129284, -0.989895], [1.629199, 1.120497, -0.563818], [0.991424, 0.037429, -4.379092], [1.184183, 1.498210, -3.591221], [0.371373, 0.212210, -2.840251], [3.270986, -0.895445, -4.612187], [4.430893, -0.504399, -3.331042], [3.760932, 0.790477, -4.309573], [2.977175, -3.232448, -2.823456], [3.235123, 3.241685, -2.249284], [2.863708, 0.038132, 1.641074], [2.390056, 1.290258, 2.277402], [0.874182, 1.462711, 2.171436], [0.343174, 2.462464, 2.609428], [0.233528, 0.431350, 1.690234], [3.202575, -0.611818, 2.339863], [3.632821, 0.232136, 0.997031], [2.858136, 2.155852, 1.815920], [2.637036, 1.312802, 3.339449], [-2.849531, -0.488346, 4.759241], [-1.652269, -0.228023, 3.842698], [-2.085212, 0.515557, 2.249158], [-2.644055, 2.210679, 2.569017], [-2.910164, 3.020752, 1.302983], [-3.469453, -0.437508, 1.521542], [-3.506899, -0.412508, -0.007677], [-2.502586, -0.887225, 5.711677], [-3.538366, -1.214678, 4.328531], [-3.403260, 0.426491, 4.969374], [-1.101112, -1.149880, 3.636458], [-0.941794, 0.464691, 4.299787], [-1.854427, 2.675716, 3.157568], [-3.544728, 2.122024, 3.186229], [-2.002189, 3.098068, 0.704668], [-3.222240, 4.028676, 1.572129], [-3.701595, 2.583218, 0.693309], [-4.390663, -0.030474, 1.949280], [-3.377194, -1.468337, 1.880617], [-3.590662, 0.602181, -0.395954], [-4.361014, -0.984514, -0.367010], [-2.604832, -0.856082, -0.432403], [-3.474699, -3.878457, 2.252176], [-2.332019, -3.844926, 2.141337], [-0.909500, -3.727732, 1.973758], [-0.021481, -4.733595, 2.342410], [1.333175, -4.505637, 2.168496], [1.752712, -3.290506, 1.650530], [0.894033, -2.326203, 1.307910], [-0.407448, -2.548696, 1.451442], [-0.389197, -5.664139, 2.752435], [2.062601, -5.256969, 2.433464], [2.798779, -3.075872, 1.480199], [-1.070671, -1.749787, 1.143312]], "atomic_forces_ev_per_a": [[0.4, -0.2, -0.2], [0.0, 0.0, 0.0], [0.0, 0.0, 0.0], [0.0, 0.0, 0.0], [0.0, 0.0, 0.0], [0.0, 0.0, 0.0], [0.0, 0.0, 0.0], [-0.1, 0.1, 0.1], [0.0, 0.0, 0.0], [-0.1, 0.0, 0.0], [0.0, 0.0, 0.0], [0.0, 0.1, 0.0], [0.0, 0.0, 0.0], [0.0, 0.0, 0.0], [0.0, 0.0, 0.0], [0.0, 0.0, 0.0], [0.0, 0.0, 0.0], [0.0, 0.0, 0.0], [0.0, 0.0, 0.0], [0.0, 0.0, 0.0], [-0.2, 0.1, 0.1], [0.0, 0.0, -0.1], [0.1, 0.0, 0.3], [0.1, -0.1, 0.0], [0.1, -0.2, -0.3], [0.0, 0.0, 0.0], [0.0, 0.0, 0.0], [0.0, 0.0, 0.0], [0.0, 0.0, 0.0], [0.0, 0.0, 0.0], [0.0, 0.0, 0.0], [-0.1, 0.2, 0.0], [-0.1, 0.0, 0.0], [0.0, 0.0, 0.0], [0.0, -0.1, 0.0], [0.0, 0.0, 0.0], [0.0, 0.0, 0.0], [0.0, 0.0, 0.0], [0.0, 0.0, 0.0], [0.0, 0.1, 0.0], [0.0, 0.0, 0.0], [0.0, 0.0, 0.0], [0.0, 0.0, 0.0], [0.0, 0.0, 0.0], [0.0, 0.0, 0.0], [0.0, 0.0, 0.0], [0.0, 0.0, 0.0], [-0.1, 0.2, 0.0], [0.0, 0.0, 0.0], [0.0, 0.0, 0.0], [0.0, 0.0, 0.0], [0.0, 0.0, 0.1], [0.0, -0.1, -0.1], [0.0, -0.1, 0.1], [0.1, 0.0, 0.0], [-0.1, 0.0, 0.0], [-0.1, -0.1, 0.0], [0.1, 0.1, 0.0], [0.0, 0.1, 0.0], [0.0, 0.0, 0.0], [0.0, 0.0, 0.0], [0.0, 0.0, 0.0], [0.1, -0.1, -0.1]], "multiplicity": 2, "e_homo_ev": [-10.7, -11.5], "homo_lumo_gap_ev": [7.81, 7.84], "total_charge": 1, "s2": 0.816, "e_above_lowest_kcal_mol": 11.2}

---

Repeat the first record exactly.
{"formula": "C6H9N2", "method": "the ωB97M-V functional and the def2-TZVPD basis", "elements": ["C", "C", "C", "C", "C", "C", "N", "N", "H", "H", "H", "H", "H", "H", "H", "H", "H"], "xyz": [[2.339098, -0.934096, 0.658050], [2.880093, -2.054545, 1.005416], [1.729336, 0.190427, 0.378768], [-1.725978, 0.860983, -0.234589], [-1.568405, -0.645330, -0.394727], [-0.303952, 1.406160, -0.483570], [-0.281222, -0.829996, -0.024317], [0.397387, 0.173825, -0.039354], [3.398184, -2.761459, 0.348481], [2.832429, -2.469896, 1.904114], [2.118932, 1.227003, 0.272003], [-2.462956, 1.232433, -0.882002], [-2.113279, 1.323284, 0.748542], [-2.245050, -1.309351, 0.215460], [-1.773000, -1.019509, -1.454106], [-0.168902, 1.658929, -1.466861], [-0.067067, 2.059442, 0.322401]], "atomic_forces_ev_per_a": [[0.5, -0.3, 0.5], [0.4, 0.9, -4.0], [1.0, 1.4, -0.6], [-1.1, 1.8, 1.4], [-3.9, 0.1, -0.7], [-2.2, -1.9, 3.3], [2.8, -3.2, 0.9], [-0.1, 0.2, -0.9], [-0.2, 0.7, -0.5], [-0.4, -1.1, 4.3], [0.2, -1.2, 0.5], [-0.7, 0.6, -1.4], [0.7, -1.6, -1.0], [0.7, 0.8, -0.4], [0.6, 0.5, 1.1], [1.1, 0.8, -2.3], [0.4, 1.5, -0.3]], "smiles": "C=C=C[N+]1=NCCC1", "e_homo_ev": -14.5, "homo_lumo_gap_ev": 9.25, "total_charge": 1, "e_above_lowest_kcal_mol": 114.9}